[1]
{
  "formula": "C24H66BF4O26P6",
  "method": "ωB97M-V/def2-TZVPD",
  "gap_ev": 9.522,
  "spin_multiplicity": 1,
  "total_charge": -1,
  "lumo_energy_ev": 2.120,
  "species": ["B", "F", "F", "F", "F", "C", "C", "O", "C", "H", "H", "H", "H", "H", "H", "C", "C", "O", "C", "H", "H", "H", "H", "H", "H", "C", "O", "P", "O", "O", "C", "O", "C", "H", "H", "H", "H", "H", "H", "H", "H", "H", "C", "O", "P", "O", "O", "C", "O", "C", "H", "H", "H", "H", "H", "H", "H", "H", "H", "C", "O", "P", "O", "O", "C", "O", "C", "H", "H", "H", "H", "H", "H", "H", "H", "H", "C", "O", "P", "O", "O", "C", "O", "C", "H", "H", "H", "H", "H", "H", "H", "H", "H", "C", "O", "P", "O", "O", "C", "O", "C", "H", "H", "H", "H", "H", "H", "H", "H", "H", "C", "O", "P", "O", "O", "C", "O", "C", "H", "H", "H", "H", "H", "H", "H", "H", "H"],
  "positions_angstrom": [[18.94, 56.17, 41.18], [18.01, 56.62, 40.27], [18.33, 56.22, 42.40], [19.27, 54.84, 40.90], [20.12, 56.92, 41.04], [16.41, 56.58, 45.17], [17.35, 55.62, 45.95], [16.92, 55.20, 47.03], [18.66, 55.22, 45.35], [16.81, 57.56, 45.25], [15.62, 56.57, 45.65], [16.26, 56.31, 44.18], [19.32, 56.16, 44.98], [18.64, 54.61, 44.44], [19.16, 54.60, 46.03], [14.13, 58.52, 38.56], [15.18, 58.39, 37.52], [15.16, 59.13, 36.56], [16.10, 57.24, 37.61], [14.55, 58.62, 39.55], [13.61, 57.54, 38.61], [13.48, 59.42, 38.38], [17.04, 57.71, 37.62], [16.03, 56.55, 36.71], [15.96, 56.40, 38.55], [24.02, 52.95, 46.72], [23.27, 53.51, 45.61], [23.94, 54.35, 44.44], [24.08, 55.77, 44.91], [25.45, 53.91, 44.31], [26.40, 54.45, 43.32], [23.15, 54.28, 43.10], [21.95, 55.04, 43.01], [24.56, 52.00, 46.49], [23.29, 52.50, 47.45], [24.78, 53.64, 47.22], [25.94, 54.94, 42.46], [27.04, 53.70, 42.92], [26.98, 55.31, 43.71], [21.37, 55.12, 41.83], [22.15, 56.10, 43.25], [21.21, 54.72, 43.47], [20.25, 57.99, 38.04], [20.79, 58.20, 36.75], [20.30, 57.32, 35.53], [19.17, 56.39, 35.75], [19.64, 58.59, 34.70], [18.22, 58.87, 34.72], [21.47, 56.85, 34.52], [21.23, 56.55, 33.19], [19.34, 57.39, 37.95], [20.43, 58.77, 38.84], [20.69, 56.94, 38.51], [17.97, 59.72, 34.08], [17.74, 59.17, 35.78], [17.61, 57.99, 34.67], [21.05, 57.33, 32.51], [20.28, 56.03, 33.13], [21.90, 55.92, 32.77], [19.27, 53.76, 37.70], [20.57, 53.12, 37.92], [21.96, 53.75, 37.45], [21.82, 55.16, 37.02], [23.01, 53.81, 38.65], [22.81, 54.87, 39.59], [22.61, 52.83, 36.29], [23.29, 53.46, 35.23], [18.48, 53.20, 38.05], [19.19, 53.58, 36.63], [19.35, 54.77, 37.73], [23.40, 54.61, 40.59], [21.92, 55.31, 39.88], [23.17, 55.87, 39.11], [22.68, 54.04, 34.69], [23.74, 52.91, 34.54], [24.14, 54.16, 35.65], [19.15, 51.70, 44.52], [19.98, 50.89, 43.71], [19.44, 50.13, 42.48], [17.98, 50.39, 42.18], [20.30, 50.83, 41.30], [20.46, 52.24, 41.28], [19.80, 48.56, 42.33], [18.95, 47.65, 41.70], [18.59, 52.44, 43.95], [19.69, 52.24, 45.40], [18.33, 50.98, 44.82], [19.84, 52.65, 41.98], [20.34, 52.69, 40.26], [21.38, 52.55, 41.56], [17.90, 47.58, 42.01], [19.48, 46.68, 41.89], [18.84, 48.06, 40.72], [15.53, 49.03, 43.45], [14.98, 49.99, 42.54], [15.29, 51.57, 42.59], [14.02, 52.21, 42.73], [16.16, 51.88, 43.83], [15.69, 52.58, 44.87], [15.92, 52.09, 41.12], [16.82, 53.16, 41.06], [15.96, 48.37, 42.85], [14.67, 48.61, 43.84], [16.23, 49.46, 44.21], [16.44, 52.89, 45.55], [14.84, 52.13, 45.60], [15.29, 53.48, 44.48], [16.55, 54.11, 41.57], [17.16, 53.26, 39.95], [17.84, 52.89, 41.48], [13.12, 61.62, 43.34], [14.50, 62.15, 43.36], [15.69, 61.14, 43.17], [16.94, 61.75, 42.78], [15.76, 60.41, 44.63], [16.30, 61.10, 45.71], [15.39, 59.87, 42.17], [16.33, 58.82, 42.07], [12.86, 61.44, 42.24], [12.54, 62.37, 43.78], [13.08, 60.70, 43.80], [15.66, 60.86, 46.62], [16.23, 62.08, 45.52], [17.52, 60.99, 45.62], [17.29, 59.26, 41.60], [15.76, 58.20, 41.28], [16.57, 58.28, 42.90]],
  "lowdin_charge": [-1.403, 0.130, 0.146, 0.109, 0.103, 0.019, -0.431, 0.034, -0.024, 0.082, -0.010, 0.064, 0.153, 0.057, 0.043, -0.026, -0.542, 0.053, -0.034, 0.045, 0.099, 0.102, 0.036, 0.104, 0.161, -0.103, -0.213, 0.359, -0.282, -0.223, -0.055, -0.196, -0.080, 0.086, 0.094, 0.111, 0.080, 0.068, 0.098, 0.160, 0.113, -0.028, -0.106, -0.206, 0.478, -0.244, -0.260, -0.113, -0.194, -0.124, 0.043, 0.122, 0.115, 0.076, 0.109, 0.053, 0.079, 0.093, 0.048, -0.017, -0.214, 0.445, -0.243, -0.204, -0.121, -0.183, -0.108, 0.065, 0.089, 0.035, 0.123, 0.013, 0.122, 0.030, 0.034, 0.146, -0.084, -0.203, 0.471, -0.239, -0.189, -0.079, -0.216, -0.114, 0.057, 0.124, 0.098, 0.030, 0.103, 0.043, 0.070, 0.113, 0.082, -0.080, -0.192, 0.409, -0.222, -0.237, -0.158, -0.221, -0.142, 0.017, 0.068, 0.107, 0.059, 0.158, 0.069, 0.101, 0.109, 0.063, -0.039, -0.204, 0.398, -0.218, -0.259, -0.140, -0.248, -0.089, 0.121, 0.067, 0.051, 0.118, 0.009, 0.156, 0.133, 0.112, 0.019]
}

[2]
{
  "formula": "C24H66N6O6",
  "method": "ωB97M-V/def2-TZVPD",
  "gap_ev": [9.083, 3.377],
  "spin_multiplicity": 2,
  "total_charge": 1,
  "lumo_energy_ev": [-1.914, -7.618],
  "species": ["C", "C", "C", "O", "C", "N", "H", "H", "H", "H", "H", "H", "H", "H", "H", "H", "H", "C", "C", "C", "O", "C", "N", "H", "H", "H", "H", "H", "H", "H", "H", "H", "H", "H", "C", "C", "C", "O", "C", "N", "H", "H", "H", "H", "H", "H", "H", "H", "H", "H", "H", "C", "C", "C", "O", "C", "N", "H", "H", "H", "H", "H", "H", "H", "H", "H", "H", "H", "C", "C", "C", "O", "C", "N", "H", "H", "H", "H", "H", "H", "H", "H", "H", "H", "H", "C", "C", "C", "O", "C", "N", "H", "H", "H", "H", "H", "H", "H", "H", "H", "H", "H"],
  "positions_angstrom": [[1.15, -2.33, 3.98], [1.97, -1.03, 3.82], [1.26, 0.17, 3.26], [2.09, 1.34, 3.21], [3.01, 1.29, 2.12], [2.36, -0.84, 5.21], [1.75, -3.24, 4.12], [0.60, -2.57, 3.07], [0.31, -2.30, 4.67], [2.89, -1.41, 3.37], [0.43, 0.38, 3.93], [0.99, -0.02, 2.22], [3.65, 2.16, 2.21], [2.53, 1.18, 1.14], [3.60, 0.38, 2.26], [1.46, -0.89, 5.69], [2.66, 0.12, 5.32], [-5.55, -2.83, 0.89], [-4.46, -3.51, 1.67], [-4.28, -2.88, 3.06], [-2.98, -3.35, 3.53], [-2.70, -3.05, 4.86], [-4.92, -4.87, 1.84], [-5.60, -3.28, -0.10], [-5.30, -1.77, 0.81], [-6.53, -2.90, 1.35], [-3.52, -3.41, 1.14], [-5.14, -3.02, 3.71], [-4.21, -1.80, 2.92], [-1.89, -3.66, 5.24], [-3.55, -3.12, 5.54], [-2.35, -2.02, 4.87], [-4.98, -5.22, 0.89], [-4.27, -5.45, 2.34], [-5.25, 3.87, 3.34], [-4.64, 3.04, 2.21], [-3.61, 3.86, 1.42], [-4.30, 4.89, 0.70], [-4.09, 6.21, 1.22], [-3.99, 1.90, 2.77], [-5.99, 4.57, 2.94], [-4.51, 4.50, 3.83], [-5.74, 3.35, 4.16], [-5.36, 2.56, 1.56], [-3.26, 3.32, 0.54], [-2.80, 4.36, 1.95], [-3.03, 6.43, 1.20], [-4.44, 6.35, 2.25], [-4.55, 6.98, 0.60], [-4.63, 1.37, 3.34], [-3.26, 2.19, 3.41], [1.10, -0.41, -4.74], [1.39, -1.64, -3.79], [2.38, -2.69, -4.36], [1.85, -3.25, -5.54], [2.53, -4.43, -6.14], [1.96, -1.08, -2.60], [0.57, -0.64, -5.66], [2.01, 0.18, -4.87], [0.43, 0.30, -4.25], [0.44, -2.11, -3.55], [2.60, -3.43, -3.59], [3.40, -2.33, -4.51], [2.41, -5.25, -5.44], [3.59, -4.29, -6.37], [2.05, -4.79, -7.05], [2.30, -1.86, -2.07], [2.84, -0.61, -2.77], [-1.71, 1.73, -1.80], [-0.57, 1.25, -0.93], [-0.48, -0.32, -0.59], [-1.69, -0.94, -0.12], [-2.06, -0.58, 1.24], [0.66, 1.63, -1.61], [-1.87, 0.98, -2.58], [-1.59, 2.73, -2.21], [-2.67, 1.79, -1.29], [-0.65, 1.79, 0.01], [0.38, -0.54, 0.03], [-0.31, -0.78, -1.56], [-1.84, 0.47, 1.45], [-1.52, -1.04, 2.07], [-3.13, -0.70, 1.41], [1.34, 1.21, -1.00], [0.76, 1.08, -2.45], [4.16, 1.23, -1.55], [4.59, 1.19, -2.96], [6.01, 1.73, -3.17], [6.32, 1.62, -4.53], [7.65, 2.04, -4.80], [4.58, -0.21, -3.26], [4.94, 0.79, -0.93], [3.25, 0.68, -1.34], [4.08, 2.28, -1.28], [3.81, 1.67, -3.56], [6.68, 1.19, -2.50], [5.81, 2.74, -2.79], [8.42, 1.47, -4.29], [7.80, 3.07, -4.46], [7.77, 2.07, -5.89], [5.43, -0.51, -2.81], [4.81, -0.48, -4.21]],
  "lowdin_charge": [-0.063, -0.439, -0.188, -0.181, -0.091, 0.037, 0.088, 0.064, 0.063, 0.130, 0.138, 0.094, 0.102, 0.058, 0.083, 0.063, 0.071, -0.067, -0.474, -0.175, -0.194, -0.131, 0.043, 0.082, 0.068, 0.089, 0.131, 0.134, 0.093, 0.087, 0.090, 0.074, 0.073, 0.078, -0.058, -0.432, -0.181, -0.202, -0.100, 0.020, 0.078, 0.078, 0.077, 0.146, 0.106, 0.125, 0.081, 0.075, 0.090, 0.078, 0.078, -0.016, -0.348, -0.205, -0.181, -0.038, 0.116, 0.089, 0.077, 0.050, 0.144, 0.121, 0.109, 0.082, 0.084, 0.087, 0.109, 0.017, -0.037, -0.355, -0.134, -0.105, -0.052, 0.181, 0.088, 0.095, 0.077, 0.143, 0.114, 0.103, 0.069, 0.084, 0.068, 0.048, 0.055, -0.081, -0.441, -0.211, -0.164, -0.087, 0.034, 0.098, 0.041, 0.100, 0.151, 0.136, 0.133, 0.090, 0.087, 0.095, 0.099, 0.094]
}

Table of relative energy (zero: lowest compared OMol25 entry of this formula, charge and spin) (kcal per mole), in record order: 0.0 4.3